DFT (ωB97M-V/def2-TZVPD) results for one molecule with the formula C2H5NO in a non-equilibrium geometry.

The electronic energy comes out at -5687.2365 eV. The value obtained for the max |F| is 8.6 eV/Å. As for the energy relative to the best compared isomer or geometry (same formula, charge and spin): 43.2 kJ/mol. The spin multiplicity is 3. The LUMO energy (spin up / spin down) is 1.200 / -2.376 eV.

Element x y z (Å)
O (3.003, 0.062, 0.076)
N (0.777, 0.493, -0.213)
C (-0.613, 0.084, 0.080)
C (1.862, -0.310, 0.060)
H (-0.695, -0.970, 0.580)
H (0.877, 1.509, -0.240)
H (1.743, -1.393, 0.071)
H (-0.998, 0.721, 0.782)
H (-1.186, 0.138, -0.799)